Arrangement one

14
Properties=species:S:1:pos:R:3 method="wB97M-V/def2-TZVPD" lumo_energy_ev=-0.8 homo_lumo_gap_ev=7.86
C -0.673 0.757 0.270
C 1.964 0.703 -0.027
N -1.861 0.083 0.282
C 0.756 -0.168 -0.173
O -1.784 -1.804 -0.287
N 0.644 -1.336 -0.484
H -2.110 -2.044 0.589
H -2.348 0.180 -0.605
H -0.414 -1.754 -0.417
H -0.370 1.052 1.277
H -0.594 1.567 -0.461
H 2.844 0.153 -0.356
H 2.091 1.000 1.015
H 1.856 1.611 -0.624

Arrangement two

14
Properties=species:S:1:pos:R:3 method="wB97M-V/def2-TZVPD" lumo_energy_ev=0.9 homo_lumo_gap_ev=9.85
C -0.291 -1.624 0.343
C -0.866 1.953 -0.285
C -0.066 0.703 -0.140
N 1.049 -1.853 0.777
O -0.752 -0.281 0.492
N 1.185 0.592 -0.469
H 1.544 1.499 -0.787
H 1.381 -2.714 0.348
H 1.604 -0.997 0.376
H -0.494 -1.948 -0.682
H -1.081 -2.123 1.019
H -0.224 2.836 -0.253
H -1.380 1.927 -1.250
H -1.612 2.029 0.513

Arrangement three

14
Properties=species:S:1:pos:R:3 method="wB97M-V/def2-TZVPD" lumo_energy_ev=0.8 smiles="C=CN.NC=O" homo_lumo_gap_ev=8.60
C -2.302 -2.393 0.748
C -2.080 -1.067 0.672
N -0.850 -0.504 0.405
H -1.437 -3.041 0.811
H -3.304 -2.749 0.572
H -2.956 -0.430 0.573
H -0.704 0.469 0.324
H -0.241 -1.085 -0.128
C 1.913 1.332 -0.956
N 2.249 1.584 0.335
O 0.828 0.963 -1.334
H 2.740 1.366 -1.695
H 3.010 2.152 0.652
H 1.906 1.060 1.119

Bottom line: arrangement two, by a margin of 0.0079 hartree.

Arrangement one

21
Properties=species:S:1:pos:R:3 method="wB97M-V/def2-TZVPD" lumo_energy_ev=1.0 homo_lumo_gap_ev=8.15
C 0.016 1.594 0.126
C -1.275 1.949 -0.537
C 0.663 -0.170 -1.490
C 0.775 0.512 -0.121
C -0.588 -1.110 1.399
N 1.961 0.258 0.586
N 0.339 -2.083 1.446
N -1.630 -1.406 0.607
H 0.290 2.220 0.966
H 2.744 -0.041 0.018
H 2.209 1.013 1.213
H 1.188 -1.896 1.943
H 0.377 -2.838 0.759
H -2.504 -0.937 0.768
H -1.612 -2.153 -0.094
H -2.125 1.569 0.033
H -1.371 3.030 -0.598
H -1.342 1.550 -1.548
H 0.810 0.529 -2.322
H 1.401 -0.968 -1.554
H -0.325 -0.625 -1.599

Arrangement two

21
Properties=species:S:1:pos:R:3 method="wB97M-V/def2-TZVPD" lumo_energy_ev=1.0 homo_lumo_gap_ev=10.05
C 0.586 2.332 1.330
C -0.209 1.121 0.888
C 0.394 0.410 -0.368
C -0.765 -0.051 -1.256
N 0.032 -2.756 -0.861
C 0.009 -2.083 -2.064
N -0.375 -0.917 -2.352
N -0.374 0.078 1.885
H 1.632 2.137 1.585
H 0.144 2.915 2.149
H 0.492 3.057 0.506
H -1.209 1.465 0.598
H 0.968 -0.439 0.002
H 0.942 1.117 -1.002
H -1.566 -0.548 -0.675
H -1.275 0.858 -1.596
H -0.394 -2.382 -0.030
H 0.789 -3.384 -0.706
H 0.271 -2.750 -2.890
H -0.431 0.449 2.833
H 0.342 -0.629 2.023

Arrangement three

21
Properties=species:S:1:pos:R:3 method="wB97M-V/def2-TZVPD" lumo_energy_ev=1.0 homo_lumo_gap_ev=10.25
C -1.998 -1.183 1.146
C -1.696 0.161 0.548
C -1.316 0.122 -0.911
C 0.227 0.032 -1.173
N 0.874 1.262 -0.612
C 2.022 0.766 0.136
N 3.077 0.356 -0.693
N 1.922 0.564 1.369
H -2.874 -1.771 0.824
H -1.128 -1.882 0.980
H -2.066 -1.307 2.241
H -2.567 0.788 0.832
H -0.940 0.657 1.199
H -1.812 0.972 -1.377
H -1.640 -0.850 -1.342
H 0.639 -0.886 -0.740
H 0.209 0.077 -2.267
H 0.319 1.711 0.108
H 3.012 0.777 -1.609
H 3.094 -0.654 -0.677
H 2.641 0.288 2.018

Bottom line: arrangement two, by a margin of 0.0129 hartree.

Arrangement one

15
Properties=species:S:1:pos:R:3 method="wB97M-V/def2-TZVPD" lumo_energy_ev=0.6 smiles="O=C1O[C@H]2CC[C@@H](O1)O2" homo_lumo_gap_ev=11.34
C -0.321 -0.978 -0.984
C -0.019 -0.390 1.178
C 1.377 0.319 1.075
C 1.109 1.619 0.417
C -0.310 1.297 -0.128
H 0.135 -0.686 2.216
H 1.567 0.576 2.057
H 2.207 -0.282 0.577
H 0.970 2.454 1.042
H 1.830 2.208 -0.401
H -1.054 2.068 -0.386
O -0.513 -1.722 -1.907
O -0.291 -1.491 0.213
O -0.872 0.661 1.062
O -0.407 0.359 -1.174

Arrangement two

15
Properties=species:S:1:pos:R:3 method="wB97M-V/def2-TZVPD" lumo_energy_ev=0.2 smiles="O=C1CCOC(=O)[C@H]1O" homo_lumo_gap_ev=10.35
C 0.476 -1.033 -1.531
C 0.462 0.576 -1.452
C -0.314 0.458 0.980
C -0.699 -0.968 0.685
C -0.124 1.305 -0.242
O 0.806 -1.545 -2.550
O -0.111 0.973 -2.699
O -0.047 -1.600 -0.472
O -0.466 2.459 -0.190
H 1.591 0.771 -1.432
H -1.175 0.883 1.671
H 0.554 0.465 1.675
H -0.560 -1.630 1.516
H -1.764 -0.977 0.401
H -1.012 0.621 -2.653

Bottom line: arrangement two, by a margin of 0.0075 hartree.

Arrangement one

13
Properties=species:S:1:pos:R:3 method="wB97M-V/def2-TZVPD" lumo_energy_ev=-0.4 homo_lumo_gap_ev=9.65
C -0.723 -0.162 -0.854
C -0.623 1.309 -1.094
C 0.873 0.897 0.677
C -0.042 -1.783 0.842
N -0.359 -0.478 0.437
N 0.376 1.775 -0.234
O 1.637 0.900 1.567
O -1.219 -0.907 -1.758
O -1.218 2.021 -1.844
H -0.623 -2.521 0.261
H 1.066 -1.905 0.510
H -0.037 -1.834 2.001
H 0.891 2.689 -0.512

Arrangement two

13
Properties=species:S:1:pos:R:3 method="wB97M-V/def2-TZVPD" lumo_energy_ev="-1.4 / -1.4" smiles="O=Nn1c(O)ccc1O" homo_lumo_gap_ev="6.04 / 6.04"
C 1.746 -0.063 0.068
C 1.071 0.933 0.915
C 0.731 -0.742 -0.602
C -0.271 0.778 0.706
N -1.888 -0.889 -0.670
N -0.468 -0.282 -0.213
O -2.834 -0.483 -0.065
O 0.977 -1.680 -1.477
O -1.382 1.380 1.182
H 2.817 -0.027 0.065
H 1.357 1.757 1.525
H 0.346 -1.910 -2.125
H -2.201 1.229 0.692

Bottom line: arrangement one, by a margin of 0.1257 hartree.

Arrangement one

15
Properties=species:S:1:pos:R:3 method="wB97M-V/def2-TZVPD" lumo_energy_ev=0.7 smiles="NC[C@H]1CNC1=S" homo_lumo_gap_ev=9.07
C 0.443 -1.159 0.548
C -0.092 0.252 0.844
C 0.409 1.501 0.173
C -1.349 0.258 -0.022
H 1.863 -1.605 -1.393
H 0.054 -1.810 -1.311
H -0.265 -1.903 0.909
H 1.467 -1.302 1.005
H -0.280 0.269 1.848
H 0.371 2.491 0.731
H 1.518 1.314 -0.260
H -1.306 1.988 -1.421
N 0.806 -1.144 -0.879
N -0.811 1.315 -0.747
S -2.827 -0.465 -0.025

Arrangement two

15
Properties=species:S:1:pos:R:3 method="wB97M-V/def2-TZVPD" lumo_energy_ev=0.8 homo_lumo_gap_ev=9.38
C -1.560 -0.081 -0.748
C -0.264 0.014 -0.018
C 0.310 -1.168 0.609
C 1.765 -0.966 1.000
H -2.161 0.881 -0.974
H -2.055 -0.910 -0.314
H -1.253 -0.542 -1.857
H 0.321 2.957 -0.462
H -0.889 2.228 -1.078
H -0.191 -1.786 1.614
H 2.074 -1.383 2.031
H 2.345 -0.194 0.617
N 0.453 1.127 0.204
N -0.260 2.209 -0.284
S 1.363 -2.386 -0.341

Arrangement three

15
Properties=species:S:1:pos:R:3 method="wB97M-V/def2-TZVPD" lumo_energy_ev=0.8 homo_lumo_gap_ev=8.20
C -1.305 -1.803 -2.279
C -0.402 -0.023 -0.870
C -0.403 0.958 0.013
C 0.363 1.292 1.237
H -0.161 -1.916 -2.719
H -2.240 -2.140 -2.929
H -1.619 -2.286 -1.260
H 0.182 -1.051 -0.804
H -1.240 1.559 0.097
H 0.018 1.943 2.163
H 3.064 0.099 2.666
H 1.919 1.820 2.780
N 1.406 0.626 1.488
N 2.024 0.922 2.574
S -1.606 0.000 -2.155

Bottom line: arrangement one, by a margin of 0.0190 hartree.

Arrangement one

22
Properties=species:S:1:pos:R:3 method="wB97M-V/def2-TZVPD" lumo_energy_ev=3.5 charge=-1 homo_lumo_gap_ev=8.54
C 1.935 -0.949 1.182
O 0.680 -0.926 1.742
C 2.203 -1.127 -0.297
N 1.625 0.038 -1.105
H 2.405 0.052 1.493
H 2.522 -1.689 1.688
H 3.202 -1.133 -0.390
H 1.670 -2.067 -0.334
H 1.613 -0.210 -2.071
H 0.769 0.514 -0.858
H -2.470 2.549 1.304
H -2.568 0.952 0.694
O -2.953 1.725 1.390
H -1.367 2.179 0.144
H 0.234 2.127 -0.090
O -0.568 2.413 -0.508
H -2.235 -0.487 -1.429
H -1.449 -1.702 -2.285
O -2.347 -1.139 -2.163
H -1.485 -0.437 0.774
H 0.089 -0.839 0.957
O -1.503 0.158 0.159

Arrangement two

22
Properties=species:S:1:pos:R:3 method="wB97M-V/def2-TZVPD" lumo_energy_ev=3.6 charge=-1 homo_lumo_gap_ev=8.32
C 1.063 1.164 0.954
O 0.159 2.226 1.304
C 0.478 -0.177 1.280
N 1.503 -1.266 1.154
H 1.291 1.228 -0.111
H 2.018 1.368 1.452
H 0.183 -0.189 2.339
H -0.400 -0.372 0.679
H 2.152 -1.053 1.903
H 1.125 -2.179 1.382
H -0.881 0.306 -1.530
H -0.714 -1.217 -1.587
O -0.352 -0.421 -1.977
H 1.575 -0.682 -2.572
H 2.163 -1.288 -1.325
O 2.397 -1.080 -2.244
H -2.505 -1.842 -0.048
H -2.769 -0.627 0.741
O -2.979 -1.579 0.747
H -2.273 2.231 -0.980
H -0.582 1.972 0.675
O -1.735 1.478 -0.710

Bottom line: arrangement two, by a margin of 0.0876 hartree.

Arrangement one

22
Properties=species:S:1:pos:R:3 method="wB97M-V/def2-TZVPD" lumo_energy_ev=3.8 charge=-1 homo_lumo_gap_ev=8.40
C 1.138 0.574 -2.419
N 0.996 0.624 -0.927
C -0.339 1.229 -0.574
O -1.424 0.377 -0.739
H 0.414 -0.159 -2.777
H 2.167 0.455 -2.732
H 0.672 1.497 -2.783
H 0.806 -0.340 -0.693
H -0.462 2.123 -1.209
H -0.326 1.516 0.491
H -2.786 0.133 1.873
H -2.063 -0.265 0.651
O -2.747 -0.653 1.302
H -0.894 -0.464 2.631
H 0.389 -1.215 2.491
O 0.012 -0.498 3.004
H 2.973 1.166 1.192
H 2.580 0.861 -0.267
O 3.365 0.926 0.349
H -0.938 -1.173 -0.701
H -1.790 -2.449 -0.544
O -0.859 -2.172 -0.569

Arrangement two

22
Properties=species:S:1:pos:R:3 method="wB97M-V/def2-TZVPD" lumo_energy_ev=3.7 charge=-1 homo_lumo_gap_ev=8.55
C -2.065 1.512 0.727
N -1.647 0.553 1.727
C -1.425 -0.867 1.215
O -0.349 -1.096 0.412
H -2.528 2.385 1.225
H -2.743 1.088 -0.048
H -1.363 1.964 0.008
H -0.674 0.813 1.900
H -2.402 -1.157 0.766
H -1.329 -1.386 2.184
H -2.858 -1.421 -1.441
H -1.274 -1.221 -1.154
O -1.995 -1.177 -1.828
H 2.423 0.667 -0.245
H 2.163 -0.563 0.696
O 2.852 0.006 0.338
H 5.054 -0.063 -1.646
H 3.993 -0.629 -0.650
O 4.959 -0.647 -0.910
H 0.458 0.494 -1.914
H 0.110 0.036 -0.378
O 0.642 0.707 -0.983

Bottom line: arrangement one, by a margin of 0.0025 hartree.

Arrangement one

22
Properties=species:S:1:pos:R:3 method="wB97M-V/def2-TZVPD" lumo_energy_ev=3.4 charge=-1 homo_lumo_gap_ev=9.29
Cl 17.725 24.465 10.931
O 19.389 25.966 11.757
H 19.084 26.706 11.232
H 18.709 25.300 11.651
O 17.893 24.292 13.371
H 17.332 23.599 13.719
H 17.973 24.089 12.439
O 19.344 22.386 11.169
H 19.917 22.398 10.402
H 19.034 23.287 11.252
O 16.887 25.148 8.261
H 16.994 24.843 9.163
H 17.610 25.760 8.127
O 16.872 22.160 10.962
H 17.086 22.988 11.392
H 16.009 22.306 10.575
O 15.116 24.770 10.904
H 14.956 23.925 10.484
H 15.920 25.092 10.498
O 18.869 23.459 9.108
H 18.424 23.836 9.867
H 19.639 24.013 8.982

Arrangement two

22
Properties=species:S:1:pos:R:3 method="wB97M-V/def2-TZVPD" lumo_energy_ev=3.0 charge=-1 homo_lumo_gap_ev=9.38
Cl -0.387 0.608 0.829
O 0.956 -1.567 2.402
H 1.820 -1.140 2.412
H 0.347 -0.873 2.180
O 0.595 -1.347 -1.722
H 1.032 -0.532 -1.371
H 0.878 -1.405 -2.638
O -1.013 1.604 -2.528
H -0.443 1.297 -3.270
H -0.532 1.431 -1.721
O -2.238 -2.233 0.872
H -1.658 -1.473 1.112
H -1.971 -2.978 1.399
O -3.416 0.368 0.306
H -2.474 0.425 0.449
H -3.781 -0.231 0.932
O 2.993 0.010 0.865
H 2.059 0.037 0.858
H 3.175 0.896 0.497
O 1.435 2.774 -0.576
H 0.862 2.199 -0.072
H 1.760 2.130 -1.215

Bottom line: arrangement two, by a margin of 0.2763 hartree.

Arrangement one

17
Properties=species:S:1:pos:R:3 method="wB97M-V/def2-TZVPD" lumo_energy_ev=0.5 smiles="COCC(=S)NSC" homo_lumo_gap_ev=8.94
C -1.556 -1.822 -1.353
C 0.598 -1.449 -0.502
C 0.730 0.071 -0.435
C 0.764 2.566 1.879
H -1.689 -0.800 -1.716
H -2.524 -2.210 -1.052
H -1.141 -2.428 -2.172
H 1.264 -1.860 0.267
H 0.972 -1.812 -1.458
H -0.927 -0.076 0.674
H 0.722 3.648 2.078
H 0.566 2.012 2.796
H 1.744 2.314 1.448
N -0.277 0.613 0.283
O -0.715 -1.885 -0.219
S 1.983 0.854 -1.139
S -0.515 2.264 0.621

Arrangement two

17
Properties=species:S:1:pos:R:3 method="wB97M-V/def2-TZVPD" lumo_energy_ev=0.6 smiles="CO[C@H](C)SC(N)=S" homo_lumo_gap_ev=8.83
C 1.549 -1.503 -0.665
C 0.507 0.681 -0.502
C 0.532 1.836 0.520
C -2.177 -0.197 -0.076
H 0.978 -1.654 -1.512
H 2.573 -1.253 -0.898
H 1.583 -2.454 -0.051
H 1.101 0.953 -1.413
H -0.058 1.598 1.403
H 1.556 2.053 0.810
H 0.097 2.782 0.161
H -0.605 -0.807 0.979
H -2.171 -1.103 1.747
N -1.636 -0.788 0.962
O 1.043 -0.456 0.176
S -1.078 0.411 -1.310
S -3.792 -0.098 -0.332

Bottom line: arrangement two, by a margin of 0.0132 hartree.

Arrangement one

22
Properties=species:S:1:pos:R:3 method="wB97M-V/def2-TZVPD" lumo_energy_ev="-0.1 / -0.1" smiles="C[C@@H](N=O)[C@H](C)n1cccn1" homo_lumo_gap_ev="8.79 / 8.79"
C -2.806 1.391 -0.307
C -1.986 1.253 -1.453
C -2.045 0.781 0.657
C 2.368 0.763 -0.561
C -0.388 -1.885 1.145
C 1.546 -0.488 -0.329
C 0.125 -0.512 0.716
N -0.926 0.512 -1.239
N 2.289 -1.713 -0.146
N -0.889 0.302 0.097
O 3.537 -1.782 -0.071
H -3.770 1.891 -0.162
H -2.365 1.535 -2.489
H -2.294 0.641 1.815
H 1.792 1.712 -0.372
H 3.252 0.768 0.112
H 2.753 0.746 -1.596
H -0.269 -2.710 0.361
H -1.487 -1.723 1.359
H 0.189 -2.193 2.101
H 0.851 -0.569 -1.217
H 0.394 -0.066 1.626

Arrangement two

22
Properties=species:S:1:pos:R:3 method="wB97M-V/def2-TZVPD" lumo_energy_ev=0.7 smiles="C=C([C@@H](O)CC)n1cncn1" homo_lumo_gap_ev=9.90
C 3.704 0.139 0.436
C 2.424 0.133 -1.256
C 0.310 -2.124 0.618
C 0.647 -1.108 -0.172
C -1.399 1.093 0.879
C -0.841 0.973 -0.540
C -0.496 -0.408 -1.088
N 3.556 0.658 -0.841
N 2.674 -0.626 0.788
N 1.867 -0.494 -0.215
O -1.673 -1.215 -1.005
H 4.542 0.225 1.144
H 2.143 0.307 -2.226
H 1.077 -2.423 1.281
H -0.729 -2.592 0.539
H -2.403 0.735 0.869
H -1.283 2.023 1.286
H -0.805 0.544 1.690
H 0.168 1.405 -0.686
H -1.493 1.388 -1.174
H -0.009 -0.466 -2.006
H -2.322 -0.572 -0.801

Bottom line: arrangement two, by a margin of 0.0703 hartree.

Arrangement one

11
Properties=species:S:1:pos:R:3 method="wB97M-V/def2-TZVPD" lumo_energy_ev=1.1 smiles=C#CC1CC1 homo_lumo_gap_ev=10.41
C 2.250 0.010 0.107
C 1.341 0.138 -0.682
C -0.081 0.434 -0.593
C -1.059 -0.673 -0.446
C -0.757 0.197 0.744
H 3.073 0.116 0.745
H -0.332 1.331 -1.149
H -1.978 -0.528 -0.973
H -0.660 -1.684 -0.397
H -1.468 0.967 1.014
H -0.329 -0.308 1.629

Arrangement two

11
Properties=species:S:1:pos:R:3 method="wB97M-V/def2-TZVPD" lumo_energy_ev="-0.5 / -0.2" homo_lumo_gap_ev="8.11 / 8.48"
C 1.639 0.909 0.025
C 0.683 0.042 0.173
C -2.413 0.424 0.048
C -1.713 -0.650 0.043
C 2.063 -0.554 -0.022
H 1.977 1.908 -0.226
H -3.567 0.309 -0.027
H -1.828 1.387 0.065
H -1.810 -1.669 -0.103
H 2.409 -1.100 -0.875
H 2.561 -1.007 0.898

Bottom line: arrangement one, by a margin of 0.1548 hartree.

Arrangement one

11
Properties=species:S:1:pos:R:3 method="wB97M-V/def2-TZVPD" lumo_energy_ev=1.1 smiles=C#CC1CC1 homo_lumo_gap_ev=10.62
C 1.509 1.926 -0.774
C 0.928 1.002 -0.272
C 0.323 -0.113 0.455
C -1.158 -0.272 0.463
C -0.315 -1.284 -0.234
H 1.967 2.606 -1.538
H 0.756 -0.139 1.434
H -1.543 -0.674 1.413
H -1.791 0.507 -0.045
H -0.261 -1.347 -1.323
H -0.413 -2.213 0.422

Arrangement two

11
Properties=species:S:1:pos:R:3 method="wB97M-V/def2-TZVPD" lumo_energy_ev="-0.3 / -2.6" homo_lumo_gap_ev="10.24 / 6.19"
C 1.599 -0.430 -0.399
C 2.566 -0.594 -1.072
C 0.138 0.489 1.379
C 0.119 -0.349 0.211
C -0.942 0.095 -0.863
H 0.381 -0.012 2.310
H -0.073 1.565 1.336
H -0.075 -1.447 0.504
H -0.788 -0.598 -1.725
H -0.982 1.146 -1.149
H -1.943 0.135 -0.531

Bottom line: arrangement one, by a margin of 0.1633 hartree.